The following is a DFT calculation (ωB97M-V/def2-TZVPD) of C44H63NP3SeSi2TeV as an isolated structure at a distorted geometry.

Structure (XYZ):
```
116
Properties=species:S:1:pos:R:3:mulliken_spin:R:1
H 3.110 -1.965 3.676 0.00
H 1.921 4.322 -1.414 0.00
H -2.684 -4.808 5.372 0.00
C 1.187 -4.770 -3.421 0.00
Se 0.579 -3.075 0.242 0.08
C 4.670 0.630 0.794 0.01
H -4.463 1.078 1.785 0.00
H -2.539 -1.809 2.477 0.00
V 0.578 -0.560 0.516 2.45
H 1.788 2.553 -3.735 0.00
Si -0.431 -3.901 -3.682 0.00
C -1.805 -4.992 -3.052 0.00
C 1.273 -0.008 4.396 0.01
H -4.656 0.515 -1.931 0.00
C -3.011 -3.138 0.841 0.01
H -0.969 -1.484 -3.446 0.00
C -2.917 -0.355 -0.980 0.05
C -1.175 -1.869 4.628 0.00
H -1.262 -0.809 4.839 0.00
P -1.905 -0.504 0.567 0.04
C -2.279 1.047 1.546 0.04
H 2.716 -0.349 -4.075 0.00
H 2.478 -2.781 2.207 0.01
C -3.556 1.165 2.381 0.01
C -0.060 -3.689 3.532 0.00
P 0.910 -1.090 2.940 0.06
C 0.262 3.894 1.691 -0.01
H -1.590 5.567 -3.521 0.00
C 0.882 0.372 -6.917 0.00
H -1.417 1.163 2.204 -0.02
H 0.075 -2.975 -5.940 0.00
H 5.518 1.240 0.513 0.00
H -2.871 -2.380 5.840 0.00
H -1.611 1.933 -1.267 0.03
H 0.693 -4.051 2.844 0.00
C -1.089 2.806 -1.623 0.01
H -4.917 0.106 -0.240 0.00
C 2.596 3.372 1.799 0.00
H -3.513 -3.128 -0.131 0.00
C 3.409 0.662 0.228 0.00
H -1.686 -5.136 -1.971 0.00
C -2.942 -1.741 1.465 0.03
C 3.329 -0.850 1.832 0.03
H -2.785 3.553 -2.710 0.00
H 1.920 0.235 -7.242 0.00
C -0.965 -4.577 4.106 0.01
C -4.182 0.498 -0.946 0.00
C 0.235 2.994 -1.258 -0.01
H 2.233 2.266 7.396 0.00
H 1.058 3.185 -5.218 0.00
H -0.695 -4.571 -6.061 0.00
C 1.263 1.374 4.269 -0.04
H -1.795 -5.974 -3.539 0.00
H -0.883 -5.635 3.888 0.00
H 1.822 5.894 3.941 0.00
H 1.995 -4.311 -4.001 0.00
C -0.703 -3.620 -5.511 0.00
H -2.784 -4.530 -3.230 0.00
H -3.170 -1.382 -1.244 0.01
C 0.426 4.877 2.659 0.00
C 1.963 1.633 6.558 0.00
C 4.615 -0.344 1.835 0.01
H 0.776 5.931 -2.874 0.00
C 1.608 2.195 5.344 0.01
C 1.638 2.354 -4.800 0.00
H 1.110 -5.826 -3.706 0.00
H -3.583 2.134 2.885 0.00
H -1.674 -3.138 -5.680 0.00
H 3.441 2.754 1.518 0.00
H -2.255 -0.031 -1.780 -0.01
C 0.246 5.055 -2.522 0.00
C -1.035 0.875 -4.695 0.00
P 1.040 1.840 -0.069 0.06
C -2.082 -2.753 5.197 0.00
H 1.456 -4.707 -2.362 0.00
H -3.582 -3.804 1.495 0.00
H 3.751 4.535 3.181 0.00
H 0.448 1.197 -7.499 0.00
C -0.156 -2.323 3.787 0.00
C 1.973 0.246 6.699 0.00
H -2.206 1.877 0.839 0.01
C 2.608 -1.828 2.719 0.01
C -1.978 -4.114 4.935 0.00
H -0.724 3.730 1.271 0.00
H -2.010 -3.550 0.699 0.00
C 2.756 1.616 -0.736 0.06
C -0.550 -2.259 -2.802 0.03
H -3.947 -1.320 1.548 0.00
N 2.590 -0.247 0.845 0.00
C 1.341 3.132 1.241 0.02
H 1.635 -1.641 5.751 0.00
H 5.416 -0.629 2.504 0.00
H -3.593 0.395 3.155 0.00
H 2.248 -0.203 7.647 0.00
H 3.293 2.563 -0.787 0.00
C -1.751 3.725 -2.434 0.00
H -1.437 1.790 -5.146 0.00
H 2.622 2.343 -5.283 0.00
C 0.895 4.138 -1.711 0.00
H -1.172 -2.385 -1.918 -0.01
H -3.971 1.533 -0.665 0.00
H -1.582 0.020 -5.111 0.00
H 2.657 1.229 -1.752 0.00
C 1.647 -0.600 -4.115 -0.01
H 1.594 3.270 5.219 0.00
C 2.766 4.368 2.760 0.00
C -1.083 4.850 -2.887 0.00
H -1.232 0.914 -3.619 0.00
Te 1.284 -1.496 -1.999 -0.04
C 1.630 -0.563 5.628 0.00
H -0.429 5.453 2.992 0.00
H 0.976 1.815 3.324 0.05
H 1.587 -1.534 -4.691 0.00
Si 0.790 0.716 -5.071 0.00
H 0.327 -0.541 -7.165 0.00
C 1.687 5.124 3.191 0.00
```

Properties
HOMO-LUMO gap (alpha / beta) = 5.374 / 5.630 eV
spin multiplicity = 4
highest occupied orbital energy (alpha / beta) = -3.04 / -3.30 eV
E_LUMO (alpha / beta) = 2.3 / 2.3 eV
<S²> = 3.7771
charge = -1

The following is a DFT calculation (ωB97M-V/def2-TZVPD) of C40H51BCl2MnNO4P2 as an isolated structure at a distorted geometry.

Structure (XYZ):
```
102
Properties=species:S:1:pos:R:3:mulliken_spin:R:1
H 0.349 7.343 0.885 0.00
C -4.360 -1.129 -1.458 0.01
C -1.505 1.210 4.209 0.17
C -2.527 -1.042 -3.894 -0.01
C -3.629 1.388 5.314 0.08
H -2.604 -1.903 -4.533 0.00
B -3.451 -5.173 0.763 0.00
H 2.861 1.500 -1.879 0.00
H 3.357 3.762 4.169 0.00
C 0.411 6.613 2.966 0.01
H 3.069 -0.090 7.200 0.00
C -3.847 -0.300 -3.877 0.00
H -0.851 1.347 -1.806 0.00
H 5.386 0.823 6.493 0.00
C 0.455 6.485 1.546 0.02
H -4.952 -2.078 -3.270 0.00
H 1.730 -3.731 -6.494 0.00
H 0.740 -1.689 -5.058 0.00
H -1.801 4.247 5.847 0.00
H 3.861 1.307 -3.379 0.00
H -0.320 -3.058 -5.385 0.00
C 1.395 -3.702 -2.586 0.01
C -2.077 -1.471 -2.508 -0.05
C 1.753 -3.598 -5.376 0.00
H 2.430 -5.765 -5.110 0.00
H 1.152 0.992 6.605 -0.01
H -3.851 0.755 -3.509 0.00
H 0.274 7.602 3.391 0.00
C 2.044 2.309 5.093 0.04
N -1.670 -3.129 0.859 0.01
O 3.021 0.121 1.631 -0.01
H 2.593 -5.468 -2.796 0.00
H -4.575 0.947 5.559 0.01
H 2.255 -0.365 -4.161 0.00
H -2.457 -0.950 -0.387 0.03
C -4.808 -1.043 -2.931 0.00
H 0.480 5.567 4.852 0.00
H 1.266 -3.803 -1.453 0.01
C 3.275 2.854 4.768 0.01
H -0.116 2.835 -3.706 0.00
C -2.064 3.216 5.499 0.00
H 0.648 5.017 -0.023 0.00
C 0.200 1.342 -2.105 0.03
C 1.628 -5.095 -3.219 0.00
H 2.452 -0.787 -2.514 0.00
O -0.773 -0.348 2.465 0.11
H -0.563 -3.637 -3.280 -0.01
H -2.339 -2.520 -2.440 0.00
H 0.908 3.109 1.295 0.00
C 2.738 -2.202 1.757 0.00
H -3.985 -5.480 1.903 0.00
Mn -0.266 -1.722 0.293 2.99
O 0.488 1.439 2.994 0.06
H -2.817 0.388 -1.539 0.00
H -4.866 -0.377 -0.839 0.00
H 0.721 -5.444 -5.125 0.00
H -4.331 -0.219 -4.880 0.00
H 5.372 2.775 4.914 0.00
C 0.304 -2.995 -3.296 -0.07
C 4.447 1.249 6.152 0.02
H 0.819 -5.771 -2.838 0.00
H 2.546 3.357 -3.691 0.00
C -3.279 2.636 5.796 0.05
H 2.375 -3.160 -2.583 0.01
C 2.065 1.310 6.079 -0.02
C 0.600 2.553 -2.966 0.00
H -2.932 -6.272 0.455 0.00
H 0.772 1.433 -1.153 -0.01
C 0.531 5.521 3.801 0.06
C -2.395 -4.047 0.853 0.00
C 0.637 5.219 1.026 -0.01
C 2.077 0.021 -3.160 0.00
H -5.835 -0.662 -2.970 0.00
O 1.537 -0.851 0.213 -0.07
H 0.534 3.408 -2.323 0.00
H -4.398 -4.919 -0.078 0.00
Cl 1.130 -3.196 2.057 0.02
C 2.812 1.324 -2.924 0.00
C 0.691 4.238 3.200 -0.01
C -2.734 0.653 4.602 -0.03
H 3.217 -2.123 2.721 0.00
C 1.968 2.424 -3.614 0.00
H -0.014 0.313 -3.871 0.00
H 2.726 -3.126 -5.092 0.00
P -0.194 -1.530 -2.256 0.07
Cl 3.789 -3.068 0.602 0.00
C -1.072 2.443 4.810 0.19
C 0.548 0.095 -2.928 -0.02
H -4.510 -2.206 -1.086 0.00
C 2.380 -0.824 1.165 0.00
C -0.607 0.689 3.112 0.07
C 0.756 4.114 1.819 0.02
C -2.887 -0.729 -1.395 0.01
P 0.592 2.766 4.157 0.19
H 1.850 2.061 -4.653 0.00
C 0.597 -2.748 -4.825 0.00
C 1.663 -5.014 -4.741 0.00
H -2.961 -0.329 4.177 0.01
H -3.947 3.102 6.405 0.00
H -1.779 -0.411 -4.341 0.00
C 4.451 2.338 5.275 -0.01
C 3.222 0.740 6.554 0.00
```

Properties
HOMO-LUMO gap (alpha / beta) = 4.516 / 7.890 eV
spin multiplicity = 5
highest occupied orbital energy (alpha / beta) = -5.06 / -8.21 eV
E_LUMO (alpha / beta) = -0.5 / -0.3 eV
<S²> = 6.1726
charge = 0

The following is a DFT calculation (ωB97M-V/def2-TZVPD) of C4H11N3 as an isolated structure at a distorted geometry.

Structure (XYZ):
```
18
Properties=species:S:1:pos:R:3:mulliken_charge:R:1
H -2.911 0.135 -1.105 0.31
H -0.853 -1.847 1.363 0.29
H -1.876 1.506 -0.504 0.23
C 0.702 1.037 1.134 -0.93
C -1.995 0.439 -0.620 -1.34
N 0.357 -0.117 0.301 0.25
H 0.367 -0.780 -2.010 0.31
H 0.033 1.859 0.894 0.30
N -1.665 -1.469 0.874 -0.79
C 0.604 0.191 -1.594 -0.72
H 2.142 -0.921 0.776 0.26
C -1.360 -0.403 0.268 0.93
N 1.172 -1.215 0.701 -0.78
H 1.121 -1.935 -0.014 0.25
H 1.721 1.375 0.923 0.38
H 1.674 0.346 -1.467 0.34
H 0.143 1.019 -2.112 0.35
H 0.626 0.779 2.193 0.34
```

Properties
HOMO-LUMO gap = 6.781 eV
spin multiplicity = 1
highest occupied orbital energy = -6.35 eV
E_LUMO = 0.4 eV
charge = 0

The following is a DFT calculation (ωB97M-V/def2-TZVPD) of one molecule with the formula C10H11NOS at a distorted geometry.

Structure (XYZ):
```
24
Properties=species:S:1:pos:R:3:mulliken_charge:R:1
H 1.611 -0.656 1.435 0.36
H -2.624 -1.345 -2.341 0.40
C 0.564 -0.269 1.622 -0.47
O -0.265 -0.551 0.553 -0.40
C 0.531 1.064 -3.205 -0.83
H -1.682 -2.136 -1.117 0.30
C -0.585 0.265 -2.957 -0.44
C -2.023 -1.172 -1.464 -1.31
C 1.158 0.863 -0.886 -0.70
N 0.704 1.963 4.768 -0.43
H -1.249 0.016 -3.755 0.37
H -2.643 -0.751 -0.698 0.30
S 0.947 -0.857 4.337 -0.14
C -0.052 -1.014 2.808 -0.73
H 0.592 0.904 1.795 0.39
C 0.787 0.809 4.561 0.39
H 0.702 1.429 -4.182 0.41
C -0.847 -0.277 -1.718 0.55
H -0.093 -2.074 2.629 0.39
C 0.054 0.007 -0.687 1.01
H 1.838 1.087 -0.036 0.28
H -1.053 -0.648 2.981 0.41
H 2.232 1.978 -2.293 0.43
C 1.396 1.364 -2.149 -0.56
```

Properties
HOMO-LUMO gap = 9.128 eV
spin multiplicity = 1
highest occupied orbital energy = -8.70 eV
SMILES = Cc1ccccc1OCCSC#N
E_LUMO = 0.4 eV
charge = 0

The following is a DFT calculation (ωB97M-V/def2-TZVPD) of a 2-piece molecular cluster, C3H7NO2 overall.

Structure (XYZ):
```
13
Properties=species:S:1:pos:R:3:mulliken_charge:R:1
H -0.821 -0.118 0.419 0.44
H -1.408 -1.773 -0.926 0.20
H 2.807 -0.330 0.963 0.22
O 0.530 -0.722 0.234 -0.77
C 1.269 0.254 -0.259 0.73
C -1.955 0.139 -0.077 -0.75
C -1.305 -0.693 -0.980 -0.05
O 0.868 1.110 -1.052 -0.68
N 2.576 0.241 0.166 -0.44
H -0.692 -0.266 -1.768 0.26
H 3.108 1.083 0.014 0.23
H -1.941 1.208 -0.270 0.30
H -2.721 -0.262 0.580 0.31
```

Properties
HOMO-LUMO gap = 9.482 eV
spin multiplicity = 1
highest occupied orbital energy = -9.53 eV
E_LUMO = 0.0 eV
charge = 0